Entry 1:
DFT (wB97M-V/def2-TZVPD) results for a 2-piece molecular cluster, C5H9N2O5P overall.

ORCA input file:
```
! wB97M-V def2-TZVPD RIJCOSX def2/J DEFGRID3
* xyz -2 1
C -1.9801 1.9085 -0.2698
C -2.9295 0.0579 2.8559
C -1.5438 -0.3371 0.1750
C 2.0610 1.1146 -0.9602
C -1.9628 1.1495 2.1444
N -1.9694 1.0032 0.6414
N -2.1046 2.7634 -1.0032
O -3.8936 -0.3575 2.1847
O 4.1546 0.2639 -2.6223
O 2.4613 -1.5575 -2.2161
O -2.5959 -0.1388 4.0315
O 1.9379 0.5072 -3.6717
P 2.7506 0.1396 -2.2482
H -0.7432 -0.6764 0.9122
H -2.3191 -1.0848 0.3832
H -1.3480 -0.3741 -0.8556
H 3.0502 1.3504 -0.4626
H 1.3801 0.8288 -0.1301
H -0.9816 0.8460 2.3791
H -2.3085 2.0725 2.5749
H 1.0859 0.8612 -3.5215
H 1.7532 -1.7009 -1.5709
*
```

The energy above the lowest of the compared OMol25 structures with the same formula, charge and spin is 161.1 kJ/mol. The electronic energy is -1023.04471 Eh. As for the strongest force on any atom: 3.762 eV/Å. The HOMO energy comes out at -1.0 eV. For the frontier orbital gap, the calculation gives 6.70 eV.


Entry 2:
DFT (wB97M-V/def2-TZVPD) results for one molecule with the formula C6H12N2O.

ORCA input file:
```
! wB97M-V def2-TZVPD RIJCOSX def2/J DEFGRID3
* xyz 0 1
C -1.2512 1.1101 -0.2418
C 1.0755 -1.0854 -0.9684
C -1.9179 0.1211 -1.1789
C 0.0620 0.6482 0.6084
C -0.5246 -0.4497 1.4624
C 1.1946 0.1112 -0.1242
N 2.4435 0.4000 0.4053
O 0.4437 1.7727 1.3711
N -0.6476 -1.6577 1.1706
H 0.5422 1.5112 2.2876
H 3.0857 -0.3547 0.5393
H 2.5382 1.3212 0.8272
H -0.9515 -2.3023 1.8904
H -1.9682 1.4843 0.4972
H -0.8590 1.9677 -0.7970
H 0.4417 -1.8301 -0.4274
H 0.5899 -0.8888 -1.9117
H 2.0432 -1.5316 -1.1685
H -2.1251 -0.8274 -0.6754
H -1.3316 -0.0481 -2.0840
H -2.8835 0.5282 -1.4821
*
```

The energy above the lowest of the compared OMol25 structures with the same formula, charge and spin is 347.8 kJ/mol. The electronic energy is -420.45142 Eh. As for the strongest force on any atom: 2.804 eV/Å. The HOMO energy (spin up / spin down) comes out at -7.0 / -6.6 eV. For the frontier orbital gap (spin up / spin down), the calculation gives 7.72 / 6.92 eV.


Entry 3:
DFT (wB97M-V/def2-TZVPD) results for a 2-piece molecular cluster, CHN3O overall.

ORCA input file:
```
! wB97M-V def2-TZVPD RIJCOSX def2/J DEFGRID3
* xyz 0 1
C 1.2952 -0.6229 -0.0905
N 0.4617 -1.4133 0.0506
N -0.3715 1.3151 0.0916
N -2.0575 -0.1648 -0.0049
O -1.1724 0.5352 -0.0038
H 1.8446 0.3508 -0.0430
*
```

The energy above the lowest of the compared OMol25 structures with the same formula, charge and spin is 908.9 kJ/mol. The electronic energy is -277.91137 Eh. As for the strongest force on any atom: 4.844 eV/Å. The HOMO energy comes out at -10.5 eV. For the frontier orbital gap, the calculation gives 10.82 eV.


Entry 4:
DFT (wB97M-V/def2-TZVPD) results for one molecule with the formula C2H5N3.

ORCA input file:
```
! wB97M-V def2-TZVPD RIJCOSX def2/J DEFGRID3
* xyz 0 1
C 1.1369 -1.3885 1.1130
C -0.8012 0.7356 -0.8556
H 2.0154 -1.3874 1.7191
H 0.4223 -2.2931 1.0817
H -1.3455 -1.2350 0.3114
H -1.6750 0.4775 -1.5111
H 0.5654 1.8645 -0.1967
N 0.5624 -0.4303 0.5294
N -0.7155 -0.4220 0.0217
N -0.1321 1.7796 -0.9724
*
```

The energy above the lowest of the compared OMol25 structures with the same formula, charge and spin is 229.6 kJ/mol. The electronic energy is -243.37449 Eh. As for the strongest force on any atom: 4.951 eV/Å. The SMILES is [H]/N=C\NN=C. The HOMO energy comes out at -9.0 eV. For the frontier orbital gap, the calculation gives 9.97 eV.


Entry 5:
DFT (wB97M-V/def2-TZVPD) results for a 2-piece molecular cluster, H2N2O2 overall.

ORCA input file:
```
! wB97M-V def2-TZVPD RIJCOSX def2/J DEFGRID3
* xyz 0 1
N -0.2661 1.1323 0.2432
N -0.5762 0.0110 -0.0102
O -1.1878 -0.9053 -0.3067
O 1.6232 -0.7415 -0.0189
H -0.8215 1.9594 0.4580
H 1.2284 -1.4559 -0.3654
*
```

The energy above the lowest of the compared OMol25 structures with the same formula, charge and spin is 469.0 kJ/mol. The electronic energy is -260.94662 Eh. As for the strongest force on any atom: 5.697 eV/Å. The HOMO energy (spin up / spin down) comes out at -11.0 / -8.6 eV. For the frontier orbital gap (spin up / spin down), the calculation gives 10.57 / 7.45 eV.


Entry 6:
DFT (wB97M-V/def2-TZVPD) results for C27H48Br2F4N2O8S as an isolated structure.

ORCA input file:
```
! wB97M-V def2-TZVPD RIJCOSX def2/J DEFGRID3
* xyz 0 1
C -6.1199 2.0364 -0.4623
C -5.4946 2.7072 -1.7768
Br -5.2008 4.6596 -1.4353
C -4.0221 2.0712 -2.1804
Br -2.6123 3.4469 -2.5409
C -4.1214 0.9450 -3.3061
C -4.2818 1.3088 -4.8008
C -4.3633 2.7778 -5.4155
F -5.1471 2.6525 -6.6381
F -5.0522 3.7281 -4.6132
C -2.9096 3.3224 -5.9310
F -2.6723 4.6633 -5.4700
F -1.8806 2.4003 -5.5812
C -4.3330 0.0979 -5.8440
C -4.2227 -1.3948 -5.4485
C -4.0603 -1.8395 -3.9538
N -3.9206 -3.1704 -3.4153
S -3.7403 -2.8797 -1.7275
N -3.8564 -1.1802 -1.6064
C -4.0177 -0.5979 -2.9331
H -5.9824 0.8948 -0.4386
H -5.7719 2.5466 0.5184
H -7.2613 2.2440 -0.5056
H -6.1742 2.6385 -2.6939
H -3.6702 1.5319 -1.2152
H -2.9239 3.3972 -7.0858
H -4.4175 0.3213 -6.9710
H -4.2564 -2.1840 -6.2818
C 2.0349 -2.1823 -0.1790
O 1.0933 -2.0345 -1.2348
C -0.2306 -1.8202 -0.7514
C -0.6120 -0.3414 -0.7986
O 0.1874 0.4321 0.0944
C 1.2549 1.0962 -0.5718
H 3.0365 -2.0604 -0.6013
H 1.8957 -1.4354 0.6049
H 1.9564 -3.1860 0.2455
H -0.3434 -2.2224 0.2624
H -0.9058 -2.3769 -1.4091
H -1.6505 -0.2381 -0.4709
H -0.5415 0.0493 -1.8201
H 0.8742 1.9879 -1.0783
H 1.7565 0.4503 -1.2943
H 1.9846 1.4058 0.1791
C 5.7415 5.7775 1.0193
O 6.0662 4.7118 1.9035
C 4.9084 4.1284 2.4966
C 4.5097 2.8331 1.7922
O 4.0966 3.0759 0.4490
C 5.1273 2.8025 -0.4913
H 6.6214 5.9827 0.4025
H 4.9070 5.5270 0.3615
H 5.5042 6.6745 1.5956
H 4.0759 4.8413 2.5061
H 5.1630 3.8974 3.5358
H 3.6536 2.3988 2.3174
H 5.3266 2.1036 1.8208
H 5.1971 1.7235 -0.6582
H 6.0955 3.1864 -0.1660
H 4.8631 3.2857 -1.4342
C -6.1235 -3.2248 4.5009
O -4.7694 -3.2947 4.9301
C -3.9792 -4.1377 4.0949
C -3.1568 -3.3257 3.0961
O -3.9938 -2.6420 2.1651
C -4.1856 -1.2758 2.5110
H -6.5895 -2.3680 4.9960
H -6.2065 -3.0892 3.4207
H -6.6527 -4.1312 4.8033
H -4.6081 -4.8724 3.5790
H -3.2937 -4.6851 4.7495
H -2.5300 -4.0126 2.5195
H -2.4958 -2.6216 3.6134
H -3.3063 -0.6946 2.2184
H -4.3748 -1.1426 3.5772
H -5.0504 -0.9040 1.9574
C 5.4381 -0.9934 2.9348
O 5.3429 -1.5470 1.6283
C 6.6223 -1.7512 1.0324
C 7.0636 -3.2097 1.1374
O 7.2746 -3.5941 2.4945
C 6.1684 -4.3051 3.0348
H 4.4706 -1.1256 3.4281
H 6.2044 -1.4861 3.5364
H 5.6499 0.0757 2.8660
H 7.3686 -1.0829 1.4771
H 6.5277 -1.4896 -0.0263
H 8.0204 -3.3234 0.6194
H 6.3387 -3.8741 0.6540
H 6.1923 -5.3425 2.6886
H 5.2138 -3.8507 2.7649
H 6.2591 -4.2975 4.1230
*
```

The electronic energy is -7714.27987 Eh. As for the strongest force on any atom: 5.586 eV/Å. The HOMO energy comes out at -8.9 eV. For the frontier orbital gap, the calculation gives 7.14 eV.


Entry 7:
DFT (wB97M-V/def2-TZVPD) results for a 3-piece molecular cluster, C5H17NO2 overall.

ORCA input file:
```
! wB97M-V def2-TZVPD RIJCOSX def2/J DEFGRID3
* xyz 0 1
C 1.5133 0.1108 1.5240
C 0.6675 -0.2352 0.2412
C -0.4263 0.7622 -0.0519
C -0.0807 1.7995 -1.1280
C 0.3591 1.1131 -2.4671
N 0.3822 -1.6379 0.2998
H 1.4067 1.1933 1.8904
H 2.5765 0.0645 1.2252
H 1.2967 -0.6202 2.2991
H 1.5183 -0.0329 -0.5016
H -0.7623 1.4211 0.7576
H -1.2803 0.1852 -0.5049
H 0.7413 2.4974 -0.8615
H -1.0004 2.3752 -1.3004
H 1.3960 1.0825 -2.6969
H -0.2680 1.5057 -3.2904
H -0.0289 0.1026 -2.5057
H -0.0345 -2.0643 1.1033
H 0.1046 -2.0287 -0.5850
H -5.4235 3.7153 1.3858
H -5.8031 3.1436 2.7591
O -5.0515 3.3334 2.1870
H 2.5357 -5.1491 0.0902
H 3.1653 -6.5552 -0.1842
O 2.4964 -6.0819 0.3147
*
```

The energy above the lowest of the compared OMol25 structures with the same formula, charge and spin is 142.8 kJ/mol. The electronic energy is -405.88807 Eh. As for the strongest force on any atom: 3.429 eV/Å. The SMILES is CCC[C@@H](C)N.O.O. The HOMO energy comes out at -8.9 eV. For the frontier orbital gap, the calculation gives 9.83 eV.


Entry 8:
DFT (wB97M-V/def2-TZVPD) results for a 7-piece molecular cluster, C22H62N4O10 overall.

ORCA input file:
```
! wB97M-V def2-TZVPD RIJCOSX def2/J DEFGRID3
* xyz 0 1
C -1.5601 -0.8811 -9.1847
C -0.8946 -1.6563 -10.3560
C -1.8952 -2.7296 -10.8099
O -1.1556 -3.6227 -11.6569
C -1.8595 -3.8538 -12.9822
N -0.7559 -0.6321 -11.4422
H -1.4657 -1.4515 -8.2606
H -2.6059 -0.8842 -9.4917
H -1.0439 0.0781 -9.1457
H 0.0847 -1.9450 -9.9742
H -2.6743 -2.1078 -11.2509
H -2.2676 -3.1450 -9.8735
H -2.8341 -4.2875 -12.7583
H -1.2834 -4.4738 -13.6691
H -1.9496 -2.8731 -13.4494
H -0.2775 -1.0004 -12.2519
H -0.2567 0.1820 -11.1132
C -0.9580 1.7336 -0.5615
C 0.4063 1.5868 0.1932
C 0.4860 2.8556 1.0600
O 1.5576 2.7667 1.9240
C 1.6198 3.9771 2.7529
N 0.4588 0.2984 0.8772
H -0.9601 0.8599 -1.2133
H -0.9052 2.6542 -1.1426
H -1.8076 1.7804 0.1198
H 1.2174 1.7457 -0.5174
H -0.3811 2.8240 1.7198
H 0.3848 3.8338 0.5899
H 1.6037 4.9325 2.2285
H 2.6165 3.9380 3.1925
H 0.8756 3.8581 3.5403
H -0.3550 0.1741 1.4623
H 1.1110 0.4407 1.6352
C -4.8318 -0.0424 6.3574
C -5.3333 0.8310 5.1822
C -4.9208 2.3137 5.2277
O -5.4273 3.1736 6.2334
C -6.9174 3.3329 6.4102
N -5.0326 0.2564 3.9165
H -5.4425 -0.9280 6.5333
H -4.8250 0.4901 7.3085
H -3.8201 -0.3652 6.1119
H -6.4231 0.8251 5.1626
H -5.3185 2.7890 4.3310
H -3.8572 2.5514 5.2139
H -7.0989 4.3226 6.8293
H -7.1948 2.6698 7.2295
H -7.5198 3.1957 5.5121
H -5.7709 0.5288 3.2834
H -5.1036 -0.7390 4.0719
C 4.7791 -1.3063 5.3741
C 6.0270 -1.6099 6.1717
C 6.4267 -0.5184 7.1646
O 5.4995 -0.3940 8.2814
C 5.8853 0.6535 9.1093
N 5.6067 -2.8302 7.0134
H 3.9177 -0.9754 5.9544
H 4.5632 -2.2593 4.8912
H 4.8427 -0.4589 4.6915
H 6.8605 -1.9220 5.5425
H 6.5217 0.4056 6.5942
H 7.4140 -0.6681 7.6015
H 6.9060 0.6131 9.4897
H 5.1974 0.5766 9.9513
H 5.8365 1.6305 8.6285
H 4.8134 -2.4067 7.4732
H 6.3087 -2.8804 7.7378
C 8.9929 0.5822 -0.2487
C 7.6494 0.5342 0.4665
O 7.5007 1.6159 1.3667
O 9.0256 1.7889 -0.8638
H 8.9971 -0.1366 -1.0681
H 9.8126 0.4845 0.4631
H 7.4406 -0.3891 1.0068
H 6.7887 0.5997 -0.1991
H 6.9860 2.1774 0.7824
H 8.5887 2.3434 -0.2132
C -8.3354 1.4261 -0.5774
C -9.7560 0.9482 -0.4014
O -9.9763 -0.3146 -0.9914
O -7.7957 2.5043 0.2254
H -8.1488 1.6590 -1.6258
H -7.7903 0.4896 -0.4598
H -10.3818 1.7360 -0.8207
H -10.0730 1.0025 0.6401
H -10.0327 -0.9246 -0.2523
H -8.1281 3.3508 -0.0822
C 2.5738 -3.9479 -3.6589
C 2.2583 -3.6502 -5.0374
O 1.6243 -4.6632 -5.7899
O 2.9969 -2.7339 -2.9934
H 3.3995 -4.6594 -3.6701
H 1.8206 -4.5685 -3.1736
H 3.1796 -3.2937 -5.4981
H 1.5828 -2.7968 -5.0955
H 1.9924 -4.5586 -6.6704
H 2.3640 -2.4367 -2.3356
*
```

The energy above the lowest of the compared OMol25 structures with the same formula, charge and spin is 465.1 kJ/mol. The electronic energy is -1846.54043 Eh. As for the strongest force on any atom: 3.115 eV/Å. The SMILES is COC[C@H](C)N.COC[C@H](C)N.COC[C@H](C)N.COC[C@H](C)N.OCCO.OCCO.OCCO. The HOMO energy comes out at -9.2 eV. For the frontier orbital gap, the calculation gives 9.64 eV.


Q: What is the electronic energy in the sixth record?
A: -7714.27987 Eh


Q: What is the strongest force on any atom in the third record?
A: 4.844 eV/Å


Q: What is the formula in the second record?
A: C6H12N2O


Q: Which of these has the highest strongest force on any atom?
A: H2N2O2